--- a ---
Formula: C3H11N2
Source: OMol25
Level of theory: ωB97M-V/def2-TZVPD

Values from the calculation:
Orbital gap (alpha / beta)   0.3124 / 0.1888 Ha
Spin multiplicity   2
HOMO (alpha / beta)   -20.9 / -20.6 eV
Charge   +2
Expectation value of S²   0.7734

CARTESIAN COORDINATES (ANGSTROEM)
H1 2.05 0.75 0.87
N1 -0.52 -0.09 1.81
H2 0.16 -1.16 -1.80
H3 -0.99 1.43 -1.19
H4 0.39 0.01 2.29
H5 -2.13 0.21 -0.48
C1 1.29 0.79 0.11
H6 0.22 -0.18 -0.30
C2 -1.39 0.99 -0.29
C3 -0.14 0.58 0.47
H7 1.36 -1.38 -0.77
N2 0.41 -1.65 -1.00
H8 0.37 -2.69 -1.02
H9 -0.62 -1.13 1.67
H10 1.44 1.69 -0.54
H11 -1.88 1.83 0.15

***

--- b ---
Formula: C3H11N2
Source: OMol25
Level of theory: ωB97M-V/def2-TZVPD

Values from the calculation:
Orbital gap (alpha / beta)   0.4467 / 0.3005 Ha
Spin multiplicity   2
HOMO (alpha / beta)   -21.7 / -22.0 eV
Charge   +2
Expectation value of S²   0.7542

CARTESIAN COORDINATES (ANGSTROEM)
N1 1.48 -0.34 -0.90
H1 -1.02 0.10 2.48
H2 -0.68 1.80 -0.67
H3 1.95 -0.33 -2.90
H4 0.58 0.23 -0.79
H5 -2.41 0.89 0.49
N2 -0.45 1.14 0.08
C1 2.29 -0.42 -1.88
H6 3.31 -0.77 -1.70
H7 -2.04 -1.22 1.92
H8 -1.70 -0.38 -0.53
H9 -0.37 -1.26 1.44
H10 1.73 -0.62 0.04
H11 0.06 1.55 0.87
C2 -1.20 -0.58 1.65
C3 -1.53 0.21 0.39

***

Winner for stability: b

***

--- a ---
Formula: C56H53BF2IO2P3Sr
Source: OMol25
Level of theory: ωB97M-V/def2-TZVPD

Values from the calculation:
Orbital gap   0.1427 Ha
Spin multiplicity   1
HOMO   -0.2 eV
Charge   -2

CARTESIAN COORDINATES (ANGSTROEM)
H1 0.06 2.93 3.60
C1 1.32 -5.86 -4.62
C2 5.73 5.84 2.66
C3 0.59 -5.38 -3.54
H2 0.79 3.21 0.16
F1 -2.82 1.38 2.78
H3 2.65 2.38 2.92
C4 1.34 -3.16 -4.09
H4 1.35 -2.10 -3.87
C5 -3.08 6.03 0.53
C6 4.08 -1.54 0.52
H5 -2.31 -4.04 1.20
C7 3.41 -1.36 -0.69
H6 3.64 3.90 -3.83
C8 0.15 -5.72 1.49
H7 -4.72 -1.37 -1.52
H8 6.88 -5.17 2.70
C9 4.44 5.97 2.16
H9 -1.80 -4.56 -3.90
H10 -2.98 -0.99 0.15
H11 -3.54 3.87 -2.04
C10 -2.35 3.47 -0.35
C11 5.95 -4.61 4.55
O1 -2.00 2.28 -0.80
C12 -2.25 -1.48 -0.48
H12 1.65 0.06 1.22
C13 1.98 0.48 2.18
C14 4.15 -3.03 4.36
H13 -2.39 -5.80 1.04
H14 -0.13 4.22 -1.82
C15 2.32 1.93 1.98
H15 3.35 -5.52 0.45
H16 7.13 -0.39 -0.43
H17 -1.04 -5.90 -2.21
H18 3.51 -0.66 -2.71
C16 -3.19 4.28 -1.09
P1 3.66 2.17 0.73
C17 -2.00 -4.89 0.59
H19 -2.45 -4.75 -0.39
F2 -1.43 -0.33 2.23
H20 1.98 -6.52 2.27
C18 5.76 3.54 1.96
H21 -3.35 7.02 0.89
C19 3.03 3.76 -2.95
C20 2.28 -5.37 0.48
H22 6.22 6.68 3.13
C21 3.10 -0.37 2.78
H23 -1.91 5.62 2.26
C22 5.42 -1.18 0.60
C23 -0.50 -4.97 0.51
C24 5.30 -3.76 2.40
C25 4.96 -3.83 5.14
C26 -1.82 3.94 0.91
H24 -4.14 -4.28 -4.63
C27 3.81 4.89 1.57
C28 4.06 -0.83 -1.79
H25 2.94 -0.48 3.86
P2 -0.19 -3.17 -1.83
H26 2.81 5.00 1.17
H27 2.62 -5.40 -6.27
H28 2.28 -4.14 -1.25
H29 -0.62 -7.14 -3.40
H30 -0.18 4.62 3.21
C29 4.46 3.66 1.46
H31 -1.44 -1.93 0.09
C30 -3.76 -3.73 -3.78
Sr1 -0.74 0.62 -1.07
C31 6.11 -4.57 3.18
C32 1.67 -4.59 -0.48
C33 4.31 -2.97 2.98
H32 6.27 2.59 1.87
C34 0.61 -4.01 -3.26
C35 -0.64 3.63 3.12
C36 0.28 -4.36 -0.49
B1 -1.69 0.99 2.19
C37 -0.21 -6.37 -2.74
H33 4.82 -3.86 6.22
H34 -4.21 6.18 -1.30
C38 2.79 2.94 -0.69
C39 -4.09 -2.09 -2.03
C40 -2.25 5.23 1.31
C41 -1.94 -3.18 -2.27
H35 2.36 -1.63 -0.77
C42 0.91 3.95 -1.83
C43 -2.45 -3.88 -3.35
C44 -2.75 -2.24 -1.56
C45 3.56 3.14 -1.83
H36 7.39 4.51 2.95
H37 5.95 -1.28 1.54
H38 5.44 -3.74 1.32
H39 6.59 -5.24 5.16
C46 6.39 4.62 2.56
C47 1.70 4.17 -2.94
C48 5.40 -0.50 -1.70
H40 -5.60 -2.65 -3.41
H41 1.10 0.40 2.81
H42 -1.55 3.67 3.75
C49 1.51 -5.93 1.49
H43 1.31 -6.92 -4.84
H44 5.91 -0.08 -2.56
H45 4.08 0.09 2.64
C50 -4.57 -2.81 -3.09
H46 3.92 6.92 2.24
C51 1.45 3.34 -0.70
H47 3.37 -2.45 4.84
H48 0.41 -6.86 -1.99
P3 3.09 -2.04 1.97
C52 -3.56 5.57 -0.68
H49 1.27 4.62 -3.83
C53 2.06 -3.64 -5.17
H50 4.59 2.79 -1.85
C54 6.08 -0.67 -0.51
I1 0.73 0.94 -3.80
H51 1.41 2.47 1.68
H52 -0.46 -6.18 2.26
C55 -0.86 3.25 1.70
H53 2.61 -2.96 -5.80
C56 2.06 -5.00 -5.43
O2 -0.80 1.77 1.58

***

--- b ---
Formula: C56H53BF2IO2P3Sr
Source: OMol25
Level of theory: ωB97M-V/def2-TZVPD

Values from the calculation:
Orbital gap   0.1654 Ha
Spin multiplicity   1
HOMO   -0.5 eV
Charge   -2

CARTESIAN COORDINATES (ANGSTROEM)
C1 -3.54 0.55 2.62
C2 -6.16 -2.78 0.92
Sr1 0.18 0.66 0.86
C3 -7.30 -2.45 3.38
C4 -2.34 -5.08 -0.54
C5 0.06 3.78 -5.02
C6 -5.31 -1.37 4.39
H1 -2.07 -5.30 -1.56
C7 -8.04 -3.04 2.37
H2 1.91 4.84 -5.33
H3 -0.58 4.13 3.72
H4 -2.89 -3.29 3.89
H5 2.01 -8.17 -0.18
H6 6.97 -1.05 -2.05
F1 2.82 -1.96 1.39
H7 3.37 4.44 -1.25
C8 2.23 2.82 -4.66
C9 0.34 5.87 2.88
C10 1.78 -4.79 -0.36
C11 -2.87 -0.68 2.51
H8 2.45 5.88 0.24
H9 -2.81 -6.54 2.47
C12 -2.10 1.25 4.37
C13 -4.54 -0.39 -3.83
H10 -0.15 6.55 3.56
C14 2.19 3.24 0.09
I1 -1.94 2.03 -1.10
C15 1.89 -6.05 0.20
C16 -5.98 -2.01 3.20
C17 -3.20 -0.38 -3.44
C18 4.40 -3.24 -2.28
H11 -7.74 -2.33 4.37
H12 -4.12 0.50 -7.07
H13 -1.80 1.98 5.12
H14 -9.06 -3.36 2.57
H15 -3.10 -5.03 4.16
H16 3.31 2.91 -4.64
C19 -4.87 -0.08 -5.14
P1 -3.70 -1.71 1.27
C20 -3.40 -4.19 3.54
C21 4.89 -0.53 -2.01
H17 1.75 -5.67 -3.63
H18 4.17 4.07 0.29
C22 -2.54 0.25 -5.65
C23 0.71 3.58 2.10
C24 -2.19 -0.06 -4.34
C25 1.56 4.11 1.08
H19 2.49 -3.71 -4.43
C26 1.74 -4.63 -1.75
C27 1.22 6.38 1.90
H20 3.98 2.80 -0.94
C28 -0.53 2.58 -4.63
H21 -4.48 -4.04 3.67
C29 0.10 4.53 2.98
C30 -2.77 -5.76 1.72
C31 -0.73 -1.91 2.99
C32 -5.39 -2.20 1.93
C33 1.53 -1.90 -5.04
H22 -5.91 -0.07 -5.45
H23 -1.61 2.52 -4.57
H24 -4.25 -1.62 4.45
H25 0.13 -0.64 -6.05
H26 0.17 -1.99 3.59
C34 1.63 1.63 -4.28
H27 -8.03 -3.65 0.31
H28 1.72 -3.92 0.28
H29 -0.84 -2.60 2.17
H30 2.26 0.81 -3.95
C35 -1.36 0.11 4.24
C36 -2.44 -6.09 0.41
H31 -5.30 -0.63 -3.11
H32 -0.49 -0.05 4.86
O1 1.71 2.17 -0.29
F2 3.53 0.13 1.35
H33 -0.60 -2.01 -5.24
C37 -1.63 -0.89 3.22
C38 5.71 -2.77 -2.22
H34 -2.24 -7.12 0.14
H35 1.82 -2.19 -6.05
C39 -3.06 -4.46 2.10
O2 0.53 2.33 2.28
C40 -3.01 -3.43 1.14
P2 1.57 -2.89 -2.34
C41 -3.87 0.24 -6.05
H36 1.92 -6.16 1.28
C42 -2.62 -3.77 -0.16
H37 1.92 -7.90 -2.63
C43 1.58 -3.16 -4.18
C44 1.81 5.49 1.03
C45 1.45 3.90 -5.04
B1 2.41 -0.66 1.18
H38 -0.56 4.62 -5.28
C46 3.52 3.67 -0.49
H39 0.73 -3.81 -4.43
H40 6.53 -3.47 -2.27
H41 -2.95 -0.58 -2.40
H42 5.08 0.53 -1.89
H43 2.30 -1.20 -4.71
C47 -7.46 -3.21 1.12
C48 5.95 -1.41 -2.10
H44 -4.40 0.73 1.97
H45 1.40 7.44 1.81
C49 -3.20 1.52 3.54
C50 0.24 1.48 -4.29
H46 4.22 -4.30 -2.38
C51 1.94 -7.18 -0.61
H47 -1.78 0.52 -6.37
H48 2.76 -0.30 -1.90
H49 -5.81 -1.69 5.30
H50 -3.74 2.46 3.59
C52 3.33 -2.36 -2.19
H51 -2.54 -2.98 -0.90
H52 -5.71 -2.91 -0.06
H53 -5.36 -0.29 4.33
C53 0.16 -1.23 -5.14
C54 3.58 -1.00 -2.04
C55 1.89 -7.03 -1.99
C56 1.79 -5.76 -2.55
P3 -0.45 -0.14 -3.73

***

Winner for stability: a

***

--- a ---
Formula: C5H12O3Si
Source: OMol25
Level of theory: ωB97M-V/def2-TZVPD

Values from the calculation:
Orbital gap (alpha / beta)   0.2198 / 0.3035 Ha
Spin multiplicity   1
HOMO (alpha / beta)   -6.9 / -7.6 eV
Charge   0

CARTESIAN COORDINATES (ANGSTROEM)
H1 2.61 0.75 -1.26
H2 -1.01 1.95 1.78
H3 1.11 0.19 -1.80
H4 -3.26 -1.18 -0.65
C1 -1.93 -0.61 -2.28
O1 0.92 0.90 0.08
H5 0.10 -1.48 0.19
H6 -2.98 0.68 -1.14
H7 -1.71 -1.53 -2.72
C2 -2.74 -0.40 -1.25
O2 0.69 -1.98 0.70
H8 -1.32 0.26 -2.45
C3 -0.63 1.51 2.61
H9 -1.10 1.74 3.56
C4 1.42 0.99 -1.19
O3 0.23 0.59 2.50
C5 1.86 -1.45 1.16
H10 2.25 -1.97 2.00
Si1 1.59 0.43 1.50
H11 2.73 -1.40 0.36
H12 1.14 2.02 -1.71

***

--- b ---
Formula: C5H12O3Si
Source: OMol25
Level of theory: ωB97M-V/def2-TZVPD

Values from the calculation:
Orbital gap   0.3600 Ha
Spin multiplicity   1
HOMO   -9.5 eV
Charge   0
SMILES string   C[C@H](O)C(=O)[Si](C)(C)O

CARTESIAN COORDINATES (ANGSTROEM)
C1 0.38 0.53 1.78
H1 -2.24 0.47 -0.98
H2 2.09 -0.93 -2.65
C2 1.34 -0.04 -2.75
H3 -0.80 -0.90 3.02
H4 0.77 -2.55 -0.54
O1 1.01 -1.66 -0.34
H5 -1.96 -0.71 -2.38
O2 0.38 2.30 0.21
H6 -1.38 0.65 2.95
Si1 0.39 -0.22 -1.05
C3 0.48 1.08 0.37
H7 1.88 0.86 -2.64
H8 1.09 -0.31 1.65
H9 0.76 -0.15 -3.65
C4 -0.98 -0.07 2.34
H10 -1.82 -1.20 -0.58
O3 0.87 1.38 2.76
C5 -1.56 -0.39 -1.30
H11 0.92 2.19 2.37
H12 -1.60 -0.32 1.41

***

Winner for stability: b

***

--- a ---
Formula: C3H10NO4
Source: OMol25
Level of theory: ωB97M-V/def2-TZVPD

Values from the calculation:
Orbital gap   0.2982 Ha
Spin multiplicity   1
HOMO   -4.2 eV
Charge   -1

CARTESIAN COORDINATES (ANGSTROEM)
H1 -0.47 -0.76 2.34
O1 0.54 -0.64 -0.32
N1 -0.92 -0.44 1.51
H2 -1.40 -1.17 -0.46
H3 1.27 0.11 -3.27
H4 -1.27 1.46 2.13
O2 -2.78 1.72 0.19
C1 -0.80 1.02 1.23
H5 3.32 0.12 -0.15
H6 0.48 -0.43 -2.12
H7 0.26 1.24 1.08
H8 -1.14 1.30 -0.94
O3 0.40 -0.26 -3.08
H9 2.06 -0.65 0.42
H10 -0.38 -2.19 0.63
C2 -0.57 -1.19 0.27
C3 -1.67 1.25 -0.01
O4 3.07 -0.49 0.55

***

--- b ---
Formula: C3H10NO4
Source: OMol25
Level of theory: ωB97M-V/def2-TZVPD

Values from the calculation:
Orbital gap   0.2736 Ha
Spin multiplicity   1
HOMO   -3.7 eV
Charge   -1

CARTESIAN COORDINATES (ANGSTROEM)
H1 -0.54 -2.07 -1.47
H2 -1.45 -1.52 1.19
O1 -1.20 0.99 -0.66
H3 0.08 -2.69 0.16
C1 -1.54 1.02 1.70
C2 -1.27 0.32 0.36
N1 -1.16 -1.02 0.38
O2 2.63 -0.09 -2.34
O3 1.06 -1.16 -0.59
H4 0.58 1.53 -0.51
H5 -0.87 0.62 2.45
H6 2.35 -0.57 -1.51
C3 -0.09 -1.78 -0.47
H7 1.73 0.95 0.16
H8 2.19 0.74 -2.14
O4 1.44 1.83 -0.14
H9 -1.34 2.07 1.52
H10 -2.60 0.86 1.90

***

Winner for stability: b

***

--- a ---
Formula: C3H10NO4
Source: OMol25
Level of theory: ωB97M-V/def2-TZVPD

Values from the calculation:
Orbital gap   0.3024 Ha
Spin multiplicity   1
HOMO   -4.4 eV
Charge   -1

CARTESIAN COORDINATES (ANGSTROEM)
O1 1.90 -1.77 -2.33
H1 1.18 -1.10 -2.32
O2 0.59 0.44 -1.22
O3 1.25 2.97 0.24
H2 0.73 2.23 0.56
N1 -1.10 -0.85 -0.30
H3 -0.87 1.07 1.71
C1 -0.91 0.03 2.05
H4 2.61 -1.15 -2.17
H5 0.59 -0.68 0.89
C2 -0.61 0.07 -1.27
H6 1.37 2.76 -0.69
C3 -0.44 -1.01 0.97
H7 -1.96 -1.35 -0.43
H8 -0.53 -2.03 1.32
H9 -0.32 0.03 2.94
H10 -2.00 -0.07 2.18
O4 -1.46 0.41 -2.12

***

--- b ---
Formula: C3H10NO4
Source: OMol25
Level of theory: ωB97M-V/def2-TZVPD

Values from the calculation:
Orbital gap   0.3071 Ha
Spin multiplicity   1
HOMO   -4.6 eV
Charge   -1

CARTESIAN COORDINATES (ANGSTROEM)
H1 0.10 -1.31 3.10
H2 -1.60 1.19 -2.23
H3 -0.96 -1.08 -1.12
C1 0.73 -1.27 -0.12
H4 1.10 -2.26 -0.41
H5 1.21 -0.21 -1.92
O1 1.14 2.28 -0.06
H6 -1.10 -1.06 0.62
O2 -0.79 1.17 -0.24
O3 -2.31 1.76 -2.04
O4 0.39 -0.50 3.54
H7 -0.11 0.21 3.14
N1 -0.79 -1.49 -0.21
H8 0.94 -1.08 0.94
H9 -2.04 2.22 -1.25
C2 0.44 1.31 -0.40
C3 1.30 0.01 -0.84
H10 2.34 0.09 -0.48

***

Winner for stability: a

***

--- a ---
Formula: C6H9NS
Source: OMol25
Level of theory: ωB97M-V/def2-TZVPD

Values from the calculation:
Orbital gap   0.3550 Ha
Spin multiplicity   1
HOMO   -8.7 eV
Charge   0
SMILES string   NC[C@@]12CC=C[C@@H]1S2

CARTESIAN COORDINATES (ANGSTROEM)
H1 -0.86 -2.14 -0.28
H2 -2.52 0.78 1.64
H3 -3.21 -0.95 -0.19
H4 -1.14 -1.36 -1.81
H5 2.54 -0.09 1.53
C1 -0.38 0.56 0.85
H6 1.31 -1.99 0.50
C2 0.15 -0.32 -0.26
C3 -1.03 -1.16 -0.74
C4 -1.84 0.25 0.95
N1 2.62 -0.38 0.52
H7 0.18 0.74 1.79
C5 1.51 -1.05 -0.05
S1 0.21 1.42 -0.66
C6 -2.19 -0.63 0.03
H8 1.86 -1.33 -1.05
H9 2.88 0.48 0.02

***

--- b ---
Formula: C6H9NS
Source: OMol25
Level of theory: ωB97M-V/def2-TZVPD

Values from the calculation:
Orbital gap   0.3457 Ha
Spin multiplicity   1
HOMO   -8.5 eV
Charge   0
SMILES string   C=C1SC[C@H]2C[C@]12N

CARTESIAN COORDINATES (ANGSTROEM)
C1 0.12 0.88 0.90
C2 0.14 -0.52 0.25
H1 -1.25 2.55 0.50
S1 -0.86 1.15 -1.48
H2 0.23 -0.83 2.39
H3 -0.89 -2.27 0.49
H4 -1.71 -1.14 -0.37
C3 -1.16 1.49 0.36
H5 1.78 -0.19 1.78
H6 -2.07 1.00 0.69
H7 0.97 1.49 0.49
C4 0.73 -0.27 1.62
C5 1.30 -0.54 -2.05
N1 -1.11 -1.25 0.44
C6 0.41 -0.13 -1.16
H8 2.01 -1.32 -1.80
H9 1.38 -0.09 -3.06

***

Winner for stability: a

***

--- a ---
Formula: C6H9NS
Source: OMol25
Level of theory: ωB97M-V/def2-TZVPD

Values from the calculation:
Orbital gap   0.3278 Ha
Spin multiplicity   1
HOMO   -8.1 eV
Charge   0

CARTESIAN COORDINATES (ANGSTROEM)
H1 1.70 0.83 -1.94
H2 0.21 1.12 1.92
C1 0.74 -1.05 1.36
H3 1.62 -1.59 -0.65
C2 0.86 -0.98 -0.26
H4 2.34 0.39 0.42
C3 0.25 0.39 1.13
H5 -0.14 -1.39 1.91
N1 1.28 1.37 -1.08
H6 1.92 2.29 -0.74
C4 -1.01 0.29 0.30
C5 -1.89 1.31 0.38
H7 -2.78 1.20 -0.37
S1 -0.90 -1.00 -0.87
H8 -2.13 1.87 1.35
H9 1.72 -1.22 1.78
C6 1.23 0.53 0.05

***

--- b ---
Formula: C6H9NS
Source: OMol25
Level of theory: ωB97M-V/def2-TZVPD

Values from the calculation:
Orbital gap (alpha / beta)   0.2375 / 0.2860 Ha
Spin multiplicity   1
HOMO (alpha / beta)   -6.9 / -7.7 eV
Charge   0

CARTESIAN COORDINATES (ANGSTROEM)
C1 -0.74 -0.87 -0.31
C2 0.55 -0.91 -0.14
H1 0.19 1.64 -0.86
H2 2.93 0.07 0.36
H3 0.25 2.32 0.88
C3 -0.25 1.63 0.10
C4 -2.02 -1.40 -0.71
H4 -2.67 -1.89 0.20
H5 -1.28 2.01 -0.14
C5 -0.05 0.18 0.63
N1 3.49 -0.78 0.33
H6 -1.83 -2.12 -1.42
S1 3.23 -3.02 -1.34
H7 -2.67 -0.81 -1.33
C6 3.04 -1.70 -0.46
H8 -0.30 0.05 1.75
H9 4.31 -0.98 0.87

***

Winner for stability: a

***

--- a ---
Formula: C3H9NO2Si
Source: OMol25
Level of theory: ωB97M-V/def2-TZVPD

Values from the calculation:
Orbital gap (alpha / beta)   0.3162 / 0.2508 Ha
Spin multiplicity   1
HOMO (alpha / beta)   -9.5 / -9.1 eV
Charge   0

CARTESIAN COORDINATES (ANGSTROEM)
H1 -0.98 -0.79 2.21
N1 3.32 1.36 -0.23
H2 -1.86 -0.19 -1.68
C1 -0.90 -0.72 -1.58
C2 0.09 1.64 0.56
O1 1.51 -0.95 -0.17
H3 -0.27 2.26 -0.26
H4 -0.59 -2.00 1.30
H5 1.11 1.94 0.79
H6 -1.90 -1.14 0.76
H7 -1.08 -1.74 -1.79
O2 3.27 0.25 -0.04
H8 -0.29 -0.34 -2.39
Si1 0.13 -0.25 -0.04
C3 -0.98 -1.09 1.20
H9 -0.58 1.75 1.37

***

--- b ---
Formula: C3H9NO2Si
Source: OMol25
Level of theory: ωB97M-V/def2-TZVPD

Values from the calculation:
Orbital gap   0.3932 Ha
Spin multiplicity   1
HOMO   -10.2 eV
Charge   0
SMILES string   C[Si](C)(C)[N+](=O)[O-]

CARTESIAN COORDINATES (ANGSTROEM)
O1 1.61 -1.99 -1.59
C1 0.99 1.64 -0.20
H1 -1.10 -2.04 -0.92
H2 2.07 1.63 -0.34
H3 1.42 -0.22 2.41
H4 -0.19 -1.03 2.40
H5 -0.98 -0.69 -2.03
H6 1.30 -1.89 1.68
H7 0.78 1.98 0.77
H8 0.52 2.21 -0.99
O2 2.94 -0.49 -0.80
Si1 0.41 -0.16 -0.07
H9 -2.11 -0.55 -0.58
C2 0.86 -0.92 1.88
C3 -1.12 -0.94 -0.97
N1 1.84 -1.01 -0.90

***

Winner for stability: b